{"formula": "C9H17O2P", "method": "wB97M-V/def2-TZVPD", "species": ["C", "C", "C", "C", "C", "C", "C", "C", "C", "O", "O", "P", "H", "H", "H", "H", "H", "H", "H", "H", "H", "H", "H", "H", "H", "H", "H", "H", "H"], "positions_angstrom": [[-0.40, -2.57, 0.73], [0.37, -1.78, 1.77], [0.36, -2.45, -0.59], [0.52, -0.35, 1.40], [1.21, 1.26, -0.24], [-0.05, 1.87, -0.87], [0.66, -1.12, -0.97], [1.23, -0.20, 0.07], [-2.71, 2.79, -0.65], [-0.99, 3.20, 1.22], [2.65, -0.48, 0.06], [-1.39, 2.11, 0.39], [-0.43, -3.59, 1.14], [-1.50, -2.18, 0.74], [-0.16, -1.91, 2.74], [1.26, -2.27, 1.98], [1.37, -2.83, -0.33], [-0.08, -3.09, -1.39], [-0.38, 0.25, 1.46], [1.10, 0.24, 2.04], [2.17, 1.59, -0.73], [1.31, 1.74, 0.70], [0.03, 3.00, -1.13], [-0.27, 1.36, -1.77], [0.31, -0.57, -1.89], [-2.46, 3.73, -0.94], [-2.89, 2.18, -1.49], [-3.65, 2.84, -0.14], [2.80, -1.47, 0.39]], "orbital_gap_ha": [0.319, 0.239], "e_lumo_ev": [0.3, -1.2], "e_tot_ev": -22988.784, "e_above_lowest_kcal_mol": 36.21, "homo_ev": [-8.36, -7.74], "total_charge": 0}



{"formula": "C14H33NO5", "method": "wB97M-V/def2-TZVPD", "species": ["C", "C", "C", "C", "C", "C", "O", "N", "H", "H", "H", "H", "H", "H", "H", "H", "H", "C", "C", "O", "H", "H", "H", "H", "H", "H", "C", "C", "O", "H", "H", "H", "H", "H", "H", "C", "C", "O", "H", "H", "H", "H", "H", "H", "C", "C", "O", "H", "H", "H", "H", "H", "H"], "positions_angstrom": [[3.13, -0.12, -0.47], [2.03, -0.86, -0.55], [0.84, -0.52, -1.43], [-0.44, -1.27, -1.01], [-1.26, -0.25, -0.18], [-0.52, 1.06, -0.35], [-0.71, 2.09, 0.25], [0.46, 0.90, -1.31], [3.81, -0.25, 0.35], [3.37, 0.60, -1.25], [1.99, -1.77, 0.04], [1.09, -0.71, -2.47], [-1.00, -1.59, -1.89], [-0.20, -2.12, -0.38], [-2.27, -0.26, -0.60], [-1.20, -0.48, 0.88], [1.24, 1.52, -1.10], [-3.16, 1.69, -2.96], [-4.30, 0.91, -3.58], [-4.65, -0.23, -2.81], [-2.29, 1.05, -2.85], [-2.88, 2.55, -3.58], [-3.44, 2.06, -1.97], [-4.01, 0.52, -4.56], [-5.18, 1.55, -3.72], [-4.93, 0.08, -1.94], [5.33, -5.03, -1.16], [5.18, -3.52, -1.17], [4.34, -3.05, -0.13], [4.35, -5.51, -1.25], [5.95, -5.37, -1.99], [5.79, -5.37, -0.23], [4.71, -3.19, -2.10], [6.17, -3.04, -1.11], [4.73, -3.32, 0.71], [-0.97, -1.78, 4.81], [-1.10, -2.58, 3.53], [-0.33, -2.02, 2.46], [-1.28, -0.75, 4.65], [-1.58, -2.22, 5.60], [0.07, -1.77, 5.16], [-2.13, -2.58, 3.18], [-0.80, -3.62, 3.69], [0.59, -2.01, 2.72], [-1.19, 6.31, 0.91], [-1.93, 5.44, 1.92], [-2.58, 4.34, 1.31], [-1.89, 6.68, 0.16], [-0.72, 7.16, 1.40], [-0.42, 5.73, 0.40], [-2.71, 6.01, 2.42], [-1.23, 5.08, 2.69], [-1.91, 3.80, 0.87]], "orbital_gap_ha": 0.363, "e_lumo_ev": 0.5, "smiles": "C=C[C@H]1CCC(=O)N1.CCO.CCO.CCO.CCO", "e_tot_ev": -26779.434, "e_above_lowest_kcal_mol": 0.00, "homo_ev": -9.42, "total_charge": 0}



{"formula": "C20H50Cl2N5O7P", "method": "wB97M-V/def2-TZVPD", "species": ["C", "C", "Cl", "C", "Cl", "N", "C", "O", "O", "P", "O", "H", "H", "H", "H", "H", "H", "C", "O", "C", "C", "C", "N", "H", "H", "H", "H", "H", "H", "H", "H", "H", "H", "H", "C", "O", "C", "C", "C", "N", "H", "H", "H", "H", "H", "H", "H", "H", "H", "H", "H", "C", "O", "C", "C", "C", "N", "H", "H", "H", "H", "H", "H", "H", "H", "H", "H", "H", "C", "O", "C", "C", "C", "N", "H", "H", "H", "H", "H", "H", "H", "H", "H", "H", "H"], "positions_angstrom": [[3.31, -2.16, -3.49], [1.69, -2.16, -3.87], [0.98, -3.87, -4.27], [0.84, -0.91, -3.91], [1.77, 0.68, -3.48], [-0.62, -0.90, -4.30], [-1.53, -0.44, -3.18], [-1.20, 0.35, -2.16], [-2.96, -0.88, -3.24], [-3.09, -2.57, -2.82], [-3.27, -3.48, -4.14], [3.67, -3.25, -3.29], [3.58, -1.46, -2.59], [3.88, -1.78, -4.46], [-0.95, -1.83, -4.65], [-4.23, -2.82, -1.96], [-1.93, -3.09, -2.12], [6.75, 4.13, -1.14], [5.37, 4.24, -0.87], [4.62, 4.90, -1.90], [4.23, 3.98, -3.08], [5.38, 3.70, -4.04], [3.67, 2.71, -2.62], [7.14, 4.99, -1.70], [6.95, 3.20, -1.68], [7.28, 4.07, -0.18], [3.69, 5.24, -1.42], [5.13, 5.80, -2.24], [3.45, 4.51, -3.66], [6.09, 2.97, -3.64], [5.00, 3.29, -4.98], [5.93, 4.62, -4.27], [2.84, 2.90, -2.06], [4.33, 2.31, -1.94], [8.05, 3.71, 3.12], [8.51, 4.51, 2.05], [9.60, 5.38, 2.38], [10.98, 4.70, 2.37], [11.25, 3.83, 3.59], [11.18, 3.90, 1.15], [8.11, 4.23, 4.08], [8.61, 2.78, 3.16], [7.00, 3.46, 2.94], [9.60, 6.16, 1.61], [9.41, 5.89, 3.33], [11.74, 5.50, 2.37], [10.72, 2.87, 3.55], [12.32, 3.60, 3.67], [10.95, 4.34, 4.51], [11.10, 4.51, 0.34], [10.37, 3.27, 1.07], [-7.72, -6.70, 0.76], [-7.29, -6.82, -0.59], [-7.92, -5.91, -1.49], [-7.31, -4.49, -1.50], [-7.72, -3.65, -0.30], [-5.84, -4.54, -1.58], [-8.79, -6.44, 0.83], [-7.11, -5.97, 1.29], [-7.57, -7.67, 1.25], [-7.78, -6.35, -2.49], [-9.00, -5.89, -1.32], [-7.69, -3.98, -2.40], [-7.19, -3.93, 0.61], [-7.50, -2.59, -0.49], [-8.79, -3.73, -0.11], [-5.58, -5.02, -2.44], [-5.52, -5.16, -0.84], [-6.72, -3.02, 4.02], [-7.45, -2.52, 2.91], [-8.62, -1.77, 3.25], [-8.34, -0.29, 3.63], [-7.77, -0.12, 5.03], [-7.44, 0.35, 2.66], [-7.38, -3.29, 4.85], [-5.99, -2.28, 4.35], [-6.18, -3.91, 3.71], [-9.24, -1.77, 2.34], [-9.19, -2.28, 4.02], [-9.30, 0.23, 3.60], [-6.71, -0.39, 5.09], [-7.84, 0.92, 5.35], [-8.32, -0.73, 5.76], [-7.87, 0.32, 1.74], [-6.62, -0.25, 2.56]], "orbital_gap_ha": 0.343, "e_lumo_ev": 0.4, "smiles": "C/C(Cl)=C(\\Cl)NC(=O)O[PH2]=O.COC[C@@H](C)N.COC[C@@H](C)N.COC[C@@H](C)N.COC[C@@H](C)N", "e_tot_ev": -77661.280, "homo_ev": -8.97, "total_charge": 0}



{"formula": "C2H11NO3", "method": "wB97M-V/def2-TZVPD", "species": ["N", "C", "C", "O", "H", "H", "H", "H", "H", "H", "H", "O", "H", "H", "O", "H", "H"], "positions_angstrom": [[1.28, 1.25, -0.13], [0.16, 1.40, 0.87], [-1.17, 0.76, 0.47], [-1.54, 0.54, -0.84], [2.05, 1.80, 0.08], [0.85, 1.57, -0.97], [0.20, 2.39, 1.31], [0.67, 0.85, 1.88], [-1.82, 1.29, 1.10], [-1.17, -0.24, 1.10], [-1.22, -0.41, -1.05], [-0.93, -1.96, -1.77], [-0.75, -2.61, -1.03], [-0.13, -2.02, -2.32], [0.86, -1.85, 0.29], [1.34, -1.82, 1.11], [1.31, -0.95, -0.10]], "orbital_gap_ha": 0.369, "e_lumo_ev": 0.6, "smiles": "NCCO.O.O", "e_tot_ev": -9883.392, "e_above_lowest_kcal_mol": 41.68, "homo_ev": -9.42, "total_charge": 0}



{"formula": "C13H16AlF15O17S5", "method": "wB97M-V/def2-TZVPD", "species": ["Al", "C", "F", "F", "F", "S", "O", "O", "O", "C", "F", "F", "F", "S", "O", "O", "O", "C", "F", "F", "F", "S", "O", "O", "O", "C", "F", "F", "F", "S", "O", "O", "O", "C", "F", "F", "F", "S", "O", "O", "O", "C", "C", "C", "O", "C", "H", "H", "H", "H", "H", "H", "H", "H", "C", "C", "C", "O", "C", "H", "H", "H", "H", "H", "H", "H", "H"], "positions_angstrom": [[-0.30, -1.26, 0.32], [-5.56, -2.32, -1.47], [-5.54, -3.31, -0.57], [-6.18, -2.79, -2.55], [-6.17, -1.26, -1.13], [-3.69, -1.87, -2.03], [-3.32, -3.13, -2.73], [-3.88, -0.70, -2.96], [-2.86, -1.53, -0.87], [-0.46, -3.34, -4.96], [-0.17, -3.05, -6.29], [-1.69, -3.83, -4.93], [0.39, -4.22, -4.44], [-0.35, -1.74, -3.86], [0.99, -1.19, -4.16], [-1.43, -0.85, -4.20], [-0.40, -2.15, -2.44], [1.77, 2.29, -3.30], [1.71, 2.87, -4.55], [2.31, 1.10, -3.43], [2.42, 3.16, -2.54], [-0.02, 1.97, -2.44], [-0.93, 1.61, -3.54], [0.12, 0.85, -1.48], [-0.53, 3.18, -1.84], [-3.37, 3.37, 0.38], [-3.33, 3.28, 1.73], [-4.57, 3.81, 0.07], [-2.37, 4.20, -0.05], [-3.26, 1.56, -0.45], [-2.07, 0.91, 0.12], [-4.50, 0.92, -0.03], [-3.05, 1.58, -1.97], [0.33, -3.49, 5.08], [-0.27, -2.90, 6.10], [1.48, -3.92, 5.60], [-0.39, -4.55, 4.61], [0.76, -2.21, 3.71], [1.76, -1.27, 4.25], [1.09, -2.90, 2.41], [-0.54, -1.56, 3.39], [4.88, -0.44, 0.90], [4.54, -0.62, -0.57], [3.07, -0.23, -0.66], [2.50, -0.81, 0.54], [3.49, -0.72, 1.57], [5.21, 0.57, 1.13], [5.69, -1.13, 1.16], [4.60, -1.63, -0.96], [5.10, 0.06, -1.21], [2.67, -0.71, -1.56], [2.87, 0.84, -0.74], [3.58, -1.65, 2.13], [3.24, 0.11, 2.23], [0.10, 2.66, 3.51], [0.43, 3.41, 2.25], [0.96, 2.31, 1.43], [0.25, 1.05, 1.88], [-0.27, 1.26, 3.15], [-0.55, 3.10, 4.27], [1.06, 2.60, 4.02], [1.20, 4.18, 2.33], [-0.41, 3.86, 1.71], [2.04, 2.20, 1.58], [0.89, 2.55, 0.37], [0.23, 0.66, 3.90], [-1.35, 1.17, 3.08]], "spin_multiplicity": 2, "s_squared": 1.77, "orbital_gap_ha": [0.168, 0.184], "e_lumo_ev": [-2.7, -2.2], "e_tot_ev": -150075.248, "homo_ev": [-7.25, -7.21], "total_charge": -1}



{"formula": "C8H14LuN2P", "method": "wB97M-V/def2-TZVPD", "species": ["C", "C", "C", "C", "C", "Lu", "P", "H", "H", "H", "H", "H", "H", "H", "H", "C", "N", "C", "C", "N", "H", "H", "H", "H", "H", "H"], "positions_angstrom": [[-1.09, -1.37, -0.71], [-0.61, -2.52, -0.12], [0.05, -2.66, 1.12], [0.18, -1.64, 2.13], [-0.23, -0.34, 1.94], [0.83, -0.60, 0.06], [-0.94, 0.87, -1.86], [-1.80, -1.46, -1.55], [-0.68, -3.45, -0.73], [0.46, -3.66, 1.33], [-0.37, 0.35, 2.77], [0.67, -2.04, 3.03], [-1.78, 1.87, -1.28], [-1.91, 0.38, -2.76], [-0.16, 1.53, -2.86], [1.60, 5.03, 0.87], [1.84, 4.02, -0.18], [2.55, 4.50, -1.38], [1.51, 2.78, -0.07], [1.29, 1.61, -0.08], [2.10, 5.95, 0.56], [2.00, 4.69, 1.83], [0.53, 5.21, 1.00], [3.43, 3.88, -1.57], [1.91, 4.42, -2.27], [2.85, 5.54, -1.22]], "orbital_gap_ha": 0.199, "e_lumo_ev": -0.2, "e_tot_ev": -54405.470, "e_above_lowest_kcal_mol": 0.00, "homo_ev": -5.64, "total_charge": 0}



{"formula": "C5H8O2", "method": "wB97M-V/def2-TZVPD", "species": ["O", "C", "C", "C", "C", "O", "C", "H", "H", "H", "H", "H", "H", "H", "H"], "positions_angstrom": [[0.76, -1.95, -0.42], [0.28, -1.13, 0.63], [0.91, 0.30, 0.63], [-0.28, 0.65, -0.22], [-0.67, 1.88, -0.78], [0.29, -0.05, -1.58], [-1.10, -0.54, 0.23], [1.72, -2.00, -0.33], [0.31, -1.67, 1.59], [1.83, 0.40, 0.06], [1.01, 0.75, 1.62], [-1.69, 2.06, -1.10], [-0.01, 2.75, -0.76], [-1.56, -1.02, -0.63], [-1.80, -0.41, 1.05]], "orbital_gap_ha": [0.337, 0.322], "e_lumo_ev": [-0.6, -0.1], "e_tot_ev": -9403.897, "e_above_lowest_kcal_mol": 136.88, "homo_ev": [-9.73, -8.85], "total_charge": 0}



{"formula": "CH6N", "method": "wB97M-V/def2-TZVPD", "species": ["C", "N", "H", "H", "H", "H", "H", "H"], "positions_angstrom": [[0.89, 0.03, 0.01], [-0.85, -0.04, -0.01], [1.22, -0.74, 0.68], [1.16, -0.04, -1.01], [0.91, 0.97, 0.53], [-1.41, -0.88, 0.26], [-1.11, 0.20, -1.05], [-1.11, 0.67, 0.69]], "orbital_gap_ha": 0.575, "e_lumo_ev": -4.4, "smiles": "C[NH3+]", "e_tot_ev": -2616.552, "e_above_lowest_kcal_mol": 20.12, "homo_ev": -20.04, "total_charge": 1}